{"formula": "C24H24BF3N3O7SeTl", "method": "ωB97M-V/def2-TZVPD", "symbols": ["Tl", "O", "C", "O", "C", "O", "C", "C", "O", "O", "H", "H", "H", "H", "H", "C", "C", "C", "O", "B", "O", "C", "C", "C", "H", "H", "H", "H", "H", "H", "H", "H", "H", "H", "H", "H", "F", "C", "F", "F", "C", "C", "C", "C", "C", "C", "C", "C", "H", "H", "H", "H", "Se", "N", "C", "C", "C", "C", "N", "C", "N", "H", "H", "H"], "xyz": [[-0.762, 1.416, -0.616], [0.037, 5.971, 0.208], [0.092, 4.667, -0.097], [-0.865, 4.058, -0.514], [1.506, 4.190, -0.252], [1.648, 2.809, -0.001], [1.835, 2.421, 1.363], [0.679, 2.757, 2.318], [0.518, 1.974, 3.264], [-0.003, 3.791, 2.057], [-0.898, 6.205, 0.302], [2.169, 4.794, 0.372], [1.769, 4.340, -1.303], [2.757, 2.879, 1.741], [1.952, 1.340, 1.352], [-0.709, -1.063, 3.042], [0.549, -1.526, 2.322], [1.768, -1.061, 3.097], [0.543, -0.900, 1.010], [0.338, -1.880, 0.075], [0.184, -3.127, 0.593], [0.564, -3.069, 1.994], [1.950, -3.699, 2.072], [-0.419, -3.901, 2.795], [-0.668, 0.025, 3.136], [-0.760, -1.488, 4.045], [-1.610, -1.337, 2.491], [1.656, -0.006, 3.357], [2.682, -1.177, 2.518], [1.856, -1.638, 4.019], [2.666, -3.146, 1.465], [1.886, -4.712, 1.675], [2.313, -3.749, 3.098], [-1.442, -3.554, 2.656], [-0.172, -3.865, 3.857], [-0.363, -4.936, 2.459], [2.167, 1.426, -8.050], [1.643, 0.190, -7.992], [0.542, 0.184, -8.759], [2.533, -0.637, -8.572], [1.351, -0.221, -6.576], [0.188, -0.909, -6.270], [-0.062, -1.290, -4.962], [0.852, -0.981, -3.957], [2.027, -0.293, -4.277], [2.277, 0.078, -5.584], [0.592, -1.328, -2.589], [0.396, -1.583, -1.427], [-0.522, -1.146, -7.050], [-0.966, -1.829, -4.712], [2.733, -0.058, -3.493], [3.182, 0.614, -5.835], [-2.016, 2.982, 3.153], [-3.191, 1.951, 3.953], [-3.551, 1.012, 3.083], [-4.420, -0.084, 3.330], [-4.606, -0.976, 2.322], [-3.944, -0.794, 1.071], [-3.158, 0.206, 0.787], [-2.954, 1.114, 1.785], [-2.115, 2.131, 1.618], [-4.900, -0.193, 4.293], [-5.244, -1.839, 2.457], [-4.078, -1.531, 0.285]], "lowdin_charge": [1.10, 0.13, -0.55, -0.05, -0.12, -0.22, -0.09, -0.69, -0.06, -0.17, 0.14, 0.15, 0.15, 0.14, 0.11, 0.01, -0.42, 0.00, 0.06, -0.71, 0.15, -0.44, -0.01, 0.00, 0.07, 0.11, 0.08, 0.07, 0.09, 0.10, 0.10, 0.10, 0.09, 0.09, 0.10, 0.09, 0.14, -0.59, 0.14, 0.14, -0.12, 0.00, 0.00, -0.22, 0.00, 0.00, 0.00, 0.14, 0.12, 0.12, 0.12, 0.13, 1.34, -0.21, -0.40, 0.00, -0.06, -0.14, 0.07, -0.49, -0.24, 0.12, 0.10, 0.11], "homo_energy_ev": -8.33, "de_lowest_kcal_mol": 0.0, "total_energy_ev": -122951.457, "orbital_gap_ha": 0.282, "mol_weight_g_mol": 817.6}

***

{"formula": "C24H24BrCl2CoN5O2P", "method": "ωB97M-V/def2-TZVPD", "symbols": ["Co", "N", "P", "C", "C", "C", "C", "C", "C", "C", "C", "C", "C", "C", "C", "C", "C", "C", "C", "C", "N", "H", "H", "H", "H", "H", "H", "H", "H", "H", "H", "H", "H", "H", "H", "H", "Br", "C", "C", "N", "C", "C", "C", "C", "O", "O", "H", "H", "H", "Cl", "C", "Cl", "H", "H", "N", "N", "H", "H", "H", "H"], "xyz": [[-0.789, 0.008, 0.080], [1.192, 1.122, 2.006], [1.187, -0.335, 1.149], [2.702, -0.279, 0.195], [3.929, -0.355, 0.860], [5.097, -0.205, 0.134], [5.044, 0.019, -1.239], [3.824, 0.098, -1.895], [2.645, -0.045, -1.179], [1.390, -1.581, 2.408], [0.866, -1.390, 3.689], [1.032, -2.376, 4.647], [1.685, -3.559, 4.321], [2.174, -3.766, 3.036], [2.021, -2.783, 2.073], [0.362, 2.139, 1.606], [0.580, 3.466, 1.963], [-0.335, 4.418, 1.570], [-1.467, 4.034, 0.851], [-1.615, 2.714, 0.525], [-0.708, 1.782, 0.882], [2.025, 1.384, 2.517], [3.971, -0.541, 1.927], [6.052, -0.261, 0.639], [5.963, 0.139, -1.796], [3.794, 0.277, -2.961], [1.687, 0.026, -1.681], [0.356, -0.466, 3.937], [0.664, -2.225, 5.653], [1.814, -4.325, 5.074], [2.688, -4.685, 2.790], [2.422, -2.929, 1.077], [1.458, 3.727, 2.537], [-0.173, 5.455, 1.832], [-2.223, 4.747, 0.558], [-2.475, 2.357, -0.021], [-5.653, 1.367, -5.529], [-3.844, 1.225, -5.045], [-2.845, 1.406, -6.002], [-1.554, 1.341, -5.697], [-1.190, 1.099, -4.448], [-2.126, 0.882, -3.438], [-3.480, 0.949, -3.747], [-1.684, 0.567, -2.077], [-2.465, 0.067, -1.212], [-0.482, 0.765, -1.724], [-3.098, 1.606, -7.037], [-0.128, 1.065, -4.234], [-4.230, 0.786, -2.985], [-0.392, -2.288, -0.810], [-1.652, -3.547, -1.119], [-3.278, -2.997, -0.763], [-1.413, -4.387, -0.479], [-1.586, -3.800, -2.170], [-3.292, 0.361, 1.376], [-2.256, -0.605, 1.384], [-3.922, 0.252, 2.162], [-3.781, 0.318, 0.491], [-2.555, -1.506, 1.004], [-1.934, -0.734, 2.338]], "lowdin_charge": [0.36, -0.06, 1.01, -0.34, -0.08, -0.04, -0.03, -0.04, -0.08, -0.36, -0.09, -0.05, -0.03, -0.04, -0.09, -0.33, 0.02, 0.00, -0.01, -0.08, 0.03, 0.14, 0.12, 0.12, 0.12, 0.12, 0.08, 0.10, 0.12, 0.12, 0.12, 0.11, 0.13, 0.13, 0.13, 0.11, 0.82, -0.66, -0.13, 0.10, -0.06, -0.12, -0.04, -0.55, -0.07, -0.05, 0.12, 0.13, 0.12, 0.72, -0.84, 0.65, 0.05, 0.05, 0.02, -0.06, 0.11, 0.08, 0.03, 0.12], "homo_energy_ev": -13.76, "de_lowest_kcal_mol": 12.1, "total_energy_ev": -178812.756, "orbital_gap_ha": 0.225, "mol_weight_g_mol": 655.2, "charge": 2}

***

{"formula": "C24H24ClGaN3O2P", "method": "ωB97M-V/def2-TZVPD", "symbols": ["Ga", "Cl", "C", "O", "P", "C", "C", "C", "C", "C", "C", "C", "C", "H", "H", "H", "H", "H", "C", "C", "C", "C", "C", "H", "H", "H", "H", "H", "C", "C", "C", "C", "C", "H", "H", "H", "H", "H", "H", "H", "C", "N", "C", "C", "C", "N", "C", "O", "N", "H", "H", "H", "H", "H", "H", "H"], "xyz": [[2.145, 0.799, 0.412], [2.564, 2.945, 0.228], [0.447, 0.348, 1.574], [0.172, 0.759, 2.655], [-1.015, 0.482, -0.264], [-2.304, -0.800, -0.054], [-1.724, 1.853, 0.665], [-1.372, 1.036, -1.942], [-1.515, 3.156, 0.209], [-1.952, 4.221, 1.001], [-2.587, 3.959, 2.221], [-2.793, 2.649, 2.651], [-2.326, 1.594, 1.894], [-1.026, 3.333, -0.759], [-1.728, 5.241, 0.674], [-2.892, 4.802, 2.834], [-3.226, 2.455, 3.626], [-2.456, 0.589, 2.277], [-2.081, -1.814, 0.897], [-3.045, -2.799, 1.116], [-4.270, -2.752, 0.438], [-4.516, -1.734, -0.489], [-3.534, -0.769, -0.729], [-1.156, -1.881, 1.474], [-2.841, -3.625, 1.806], [-5.021, -3.530, 0.596], [-5.468, -1.711, -1.025], [-3.710, 0.016, -1.455], [-2.511, 1.764, -2.320], [-2.669, 2.149, -3.652], [-1.718, 1.780, -4.606], [-0.588, 1.046, -4.226], [-0.410, 0.656, -2.900], [-3.261, 2.027, -1.571], [-3.530, 2.743, -3.948], [-1.846, 2.098, -5.640], [0.164, 0.789, -4.976], [0.479, 0.085, -2.593], [0.577, -3.332, -1.252], [0.528, -3.277, -1.991], [6.202, -1.161, -0.832], [5.225, -1.463, 0.213], [5.663, -2.217, 1.284], [4.750, -2.511, 2.245], [3.467, -1.952, 2.210], [3.161, -1.022, 1.285], [3.988, -0.929, 0.220], [3.528, -0.094, -0.708], [2.526, -2.290, 3.105], [7.037, -0.611, -0.359], [5.630, -0.599, -1.585], [6.621, -2.120, -1.177], [6.733, -2.453, 1.252], [5.037, -3.118, 3.089], [2.787, -3.041, 3.730], [1.657, -1.766, 3.171]], "lowdin_charge": [0.40, 0.31, -0.23, 0.12, 1.10, -0.33, -0.40, -0.37, -0.09, -0.04, -0.04, -0.05, -0.11, 0.12, 0.12, 0.12, 0.12, 0.11, -0.12, -0.07, -0.05, -0.04, -0.05, 0.08, 0.12, 0.12, 0.12, 0.09, -0.10, -0.04, -0.04, -0.06, -0.09, 0.12, 0.12, 0.12, 0.12, 0.09, 0.00, 0.02, 0.05, -0.03, 0.06, 0.05, -0.30, 0.14, -0.39, -0.04, 0.23, 0.13, 0.11, 0.12, 0.17, 0.14, 0.14, 0.13], "homo_energy_ev": [-13.92, -13.92], "total_energy_ev": -108014.262, "orbital_gap_ha": [0.200, 0.200], "mol_weight_g_mol": 522.6, "charge": 2}

***

{"formula": "C24H24ClLuN7O4", "method": "ωB97M-V/def2-TZVPD", "symbols": ["Lu", "C", "C", "N", "N", "C", "O", "C", "C", "C", "C", "C", "C", "C", "C", "C", "C", "C", "N", "H", "H", "H", "H", "H", "H", "H", "H", "H", "H", "H", "H", "C", "C", "O", "N", "C", "C", "C", "C", "C", "C", "N", "H", "H", "H", "H", "H", "H", "H", "H", "H", "H", "N", "C", "O", "N", "O", "Cl", "C", "H", "H"], "xyz": [[0.161, 1.154, 0.220], [-2.251, -0.429, 3.858], [-1.813, 0.291, 2.549], [-0.819, -0.142, 1.839], [-0.149, -1.290, 2.189], [1.053, -1.311, 1.603], [1.551, -0.352, 0.862], [1.814, -2.535, 1.875], [1.091, -3.722, 1.961], [1.802, -4.915, 1.964], [3.140, -4.962, 2.032], [3.882, -3.789, 1.889], [3.228, -2.612, 1.771], [-2.554, 1.391, 2.111], [-3.670, 1.940, 2.718], [-4.302, 3.030, 2.208], [-3.487, 3.782, 1.265], [-2.489, 3.267, 0.562], [-2.303, 1.838, 0.691], [-3.353, -0.843, 3.734], [-2.164, 0.304, 4.686], [-1.454, -1.156, 3.955], [0.000, -3.745, 1.927], [1.111, -5.699, 2.112], [3.562, -5.969, 2.100], [4.917, -3.933, 1.982], [3.701, -1.669, 1.766], [-4.112, 1.389, 3.598], [-5.025, 3.552, 2.834], [-3.662, 4.808, 1.091], [-1.878, 3.708, -0.261], [-2.189, -0.350, -3.390], [-0.920, -0.527, -2.562], [-0.896, -0.107, -1.418], [0.066, -1.120, -3.166], [1.305, -1.371, -2.494], [2.207, -0.137, -2.631], [3.037, -0.023, -3.736], [3.859, 1.053, -3.891], [3.882, 2.017, -2.919], [3.018, 1.926, -1.847], [2.193, 0.855, -1.701], [-2.964, -1.071, -3.143], [-1.920, -0.557, -4.384], [-2.429, 0.680, -3.191], [-0.215, -1.565, -4.017], [1.791, -2.271, -2.968], [1.093, -1.481, -1.464], [3.101, -0.775, -4.485], [4.477, 1.184, -4.810], [4.598, 2.810, -2.910], [3.019, 2.630, -1.056], [-0.844, 2.520, -3.084], [-0.430, 2.481, -1.984], [0.656, 2.325, 2.234], [1.557, 3.119, 1.857], [1.819, 2.902, 0.631], [-3.707, -0.638, 0.135], [-3.360, 1.210, -0.174], [-4.300, 1.689, 0.070], [-3.031, 1.211, -1.196]], "lowdin_charge": [1.65, -0.02, -0.35, -0.13, 0.06, -0.46, -0.23, -0.14, -0.03, -0.12, -0.12, -0.10, -0.03, -0.28, -0.11, -0.14, -0.13, -0.14, -0.21, 0.12, 0.08, 0.04, 0.11, 0.09, 0.10, 0.08, 0.10, 0.12, 0.08, 0.08, 0.08, 0.02, -0.55, -0.14, 0.09, -0.08, -0.22, -0.05, -0.09, -0.06, -0.09, 0.09, 0.09, 0.06, 0.05, 0.14, 0.15, 0.09, 0.10, 0.12, 0.10, 0.07, -0.08, -0.34, -0.23, -0.17, -0.28, 0.49, -0.41, 0.06, 0.03], "homo_energy_ev": -3.14, "de_lowest_kcal_mol": 25.3, "total_energy_ev": -90042.729, "orbital_gap_ha": 0.200, "mol_weight_g_mol": 684.9, "charge": -1}